102
Properties=species:S:1:pos:R:3:mulliken_charge:R:1 method="wB97M-V/def2-TZVPD" total_energy_ev=-82532.72394 lumo_energy_ev=-0.8 smiles="C[Si](C)(C)OCC[C@@H]1CCNC1=O.O=[N+]([O-])c1ccccc1.O=[N+]([O-])c1ccccc1.O=[N+]([O-])c1ccccc1.O=[N+]([O-])c1ccccc1.O=[N+]([O-])c1ccccc1" multiplicity=1 homo_ev=-9.16 homo_lumo_gap_ev=8.40
C -0.867 -0.078 -5.245 -1.22
Si -1.010 1.303 -3.965 0.69
C 0.101 2.712 -4.554 -1.11
C -2.784 1.921 -4.014 -1.19
O -0.554 0.635 -2.511 -0.36
C -0.533 1.553 -1.426 -0.79
C 0.887 1.862 -0.906 0.29
C 2.007 1.543 -1.871 0.41
C 3.087 0.488 -1.468 -0.59
C 4.143 0.783 -2.591 -0.75
N 3.925 2.199 -3.052 -0.59
C 2.991 2.704 -2.074 0.25
O 3.040 3.715 -1.518 -0.48
H -1.539 -0.883 -4.984 0.31
H -1.083 0.316 -6.229 0.34
H 0.143 -0.470 -5.171 0.31
H 0.587 3.254 -3.748 0.31
H 0.816 2.349 -5.281 0.30
H -0.515 3.428 -5.087 0.48
H -3.016 2.072 -5.065 0.35
H -3.504 1.197 -3.662 0.32
H -2.927 2.885 -3.539 0.33
H -1.071 2.478 -1.639 0.41
H -1.073 1.090 -0.616 0.44
H 0.919 2.934 -0.723 0.09
H 1.087 1.388 0.034 -0.22
H 1.749 1.220 -2.868 0.09
H 3.524 0.631 -0.499 0.30
H 2.709 -0.499 -1.675 0.21
H 5.176 0.755 -2.281 0.35
H 3.936 0.195 -3.474 0.38
H 3.456 2.194 -3.946 0.37
O -0.114 -0.519 0.654 -0.63
N 0.625 -0.504 1.618 1.33
O 1.837 -0.374 1.549 -0.59
C 0.027 -0.646 2.948 -0.15
C -1.341 -0.823 3.049 -0.16
C -1.910 -0.957 4.303 -0.76
C -1.110 -0.905 5.436 -0.42
C 0.261 -0.726 5.319 -0.64
C 0.839 -0.598 4.068 -0.25
H -1.963 -0.856 2.166 0.53
H -2.978 -1.097 4.398 0.45
H -1.558 -1.003 6.416 0.41
H 0.875 -0.679 6.206 0.40
H 1.905 -0.453 3.976 0.51
O 8.668 -4.558 -0.501 -0.61
N 7.623 -4.779 -1.086 1.02
O 7.503 -5.537 -2.031 -0.61
C 6.418 -4.076 -0.618 -0.05
C 6.522 -3.180 0.431 -0.39
C 5.389 -2.504 0.855 -0.52
C 4.171 -2.734 0.231 -0.55
C 4.082 -3.643 -0.814 -0.28
C 5.209 -4.320 -1.247 -0.43
H 7.471 -3.003 0.915 0.47
H 5.456 -1.795 1.669 0.46
H 3.287 -2.201 0.559 0.63
H 3.129 -3.815 -1.293 0.34
H 5.141 -5.023 -2.063 0.47
O 0.410 -4.106 0.652 -0.54
N -0.362 -5.045 0.716 1.05
O -1.168 -5.218 1.610 -0.62
C -0.313 -6.048 -0.361 -0.19
C 0.611 -5.904 -1.380 0.01
C 0.668 -6.863 -2.377 -0.43
C -0.196 -7.949 -2.347 -0.42
C -1.124 -8.074 -1.322 -0.43
C -1.185 -7.119 -0.321 -0.40
H 1.284 -5.061 -1.408 0.39
H 1.389 -6.766 -3.177 0.39
H -0.146 -8.700 -3.124 0.38
H -1.799 -8.919 -1.302 0.38
H -1.905 -7.218 0.479 0.46
O 0.467 2.347 5.388 -0.58
N -0.573 2.974 5.312 1.09
O -1.482 2.919 6.120 -0.63
C -0.744 3.840 4.134 0.02
C 0.261 3.882 3.184 -0.32
C 0.095 4.675 2.061 -0.41
C -1.069 5.417 1.902 -0.67
C -2.065 5.370 2.868 -0.39
C -1.906 4.577 3.993 -0.51
H 1.166 3.304 3.308 0.49
H 0.871 4.713 1.308 0.47
H -1.202 6.031 1.020 0.46
H -2.969 5.947 2.739 0.48
H -2.683 4.536 4.742 0.48
O -4.509 5.987 0.937 -0.62
N -5.657 5.584 1.027 1.07
O -6.637 6.294 1.137 -0.61
C -5.859 4.127 1.005 0.03
C -4.756 3.297 0.919 -0.24
C -4.945 1.925 0.920 -0.46
C -6.227 1.400 1.003 -0.58
C -7.325 2.247 1.080 -0.37
C -7.144 3.621 1.082 -0.52
H -3.757 3.706 0.854 0.56
H -4.090 1.264 0.858 0.49
H -6.372 0.328 1.008 0.41
H -8.324 1.837 1.142 0.38
H -7.997 4.280 1.145 0.47